A single C4H6S molecule in a non-equilibrium geometry, computed with wB97M-V/def2-TZVPD.

CARTESIAN COORDINATES (ANGSTROEM)
S: 0.01 2.12 -1.50
C: -0.19 -0.59 -1.73
C: -0.04 0.48 -0.64
C: 0.19 0.22 0.64
C: 0.21 0.08 2.05
H: 0.10 -0.26 -2.76
H: 0.86 0.84 2.43
H: 0.69 -0.90 2.25
H: -1.34 -0.82 -1.68
H: -0.82 0.32 2.58
H: 0.32 -1.50 -1.65

Total charge: 0
Relative energy (zero: lowest compared OMol25 entry of this formula, charge and spin), kJ/mol: 369.84
HOMO energy (spin up / spin down), eV: -7.736 / -7.737
Spin multiplicity: 1

A single C4H6S molecule in a non-equilibrium geometry, computed with wB97M-V/def2-TZVPD.

CARTESIAN COORDINATES (ANGSTROEM)
S: 0.59 1.36 -1.11
C: 0.24 -0.33 -1.46
C: 0.32 1.07 0.68
C: -0.15 -1.07 -0.48
C: -0.57 -0.25 0.72
H: -0.43 -0.77 1.70
H: 1.27 0.84 1.30
H: -1.60 0.10 0.69
H: -0.23 -2.23 -0.61
H: 0.68 -0.65 -2.48
H: -0.12 1.94 1.06

Total charge: 0
Relative energy (zero: lowest compared OMol25 entry of this formula, charge and spin), kJ/mol: 38.88
HOMO energy, eV: -8.131
Spin multiplicity: 1

A single C4H6S2 molecule in a non-equilibrium geometry, computed with wB97M-V/def2-TZVPD.

CARTESIAN COORDINATES (ANGSTROEM)
S: -0.61 -1.78 1.24
S: 2.09 -0.62 1.57
C: 0.38 0.38 -0.16
C: -0.98 1.02 -0.30
C: 0.54 -0.68 0.85
C: -0.53 0.10 -1.35
H: 1.95 -1.73 2.27
H: -1.10 2.09 -0.40
H: 1.27 0.98 -0.34
H: -0.22 0.47 -2.34
H: -1.03 -0.87 -1.41
H: -1.77 0.63 0.37

Total charge: 0
Relative energy (zero: lowest compared OMol25 entry of this formula, charge and spin), kJ/mol: 69.60
HOMO energy, eV: -8.673
Spin multiplicity: 1

A single C4H6S2 molecule in a non-equilibrium geometry, computed with wB97M-V/def2-TZVPD.

CARTESIAN COORDINATES (ANGSTROEM)
S: -0.05 -2.16 -1.61
S: -2.44 -0.82 -0.59
C: -0.69 -0.94 -0.79
C: -0.11 1.45 -0.22
C: 1.31 -0.36 0.71
C: 0.14 0.14 -0.09
H: -2.60 0.07 0.50
H: 1.00 -0.92 1.62
H: 1.82 0.57 1.07
H: 1.98 -0.91 -0.01
H: -0.82 1.79 -0.98
H: 0.46 2.08 0.38

Total charge: 0
Relative energy (zero: lowest compared OMol25 entry of this formula, charge and spin), kJ/mol: 90.82
HOMO energy, eV: -8.861
Spin multiplicity: 1

C4H6S2 as an isolated structure in a non-equilibrium geometry, computed with wB97M-V/def2-TZVPD.

CARTESIAN COORDINATES (ANGSTROEM)
S: 0.09 0.33 2.63
S: -1.05 0.29 -1.90
C: 0.26 -0.95 -1.00
C: 0.37 0.04 0.00
C: -1.12 0.63 -0.07
C: 0.95 0.08 1.32
H: -1.33 1.82 0.13
H: -0.19 -2.00 -0.68
H: 0.79 0.93 -0.90
H: -1.88 -0.08 0.46
H: 1.17 -0.88 -1.65
H: 1.94 -0.21 1.66

Total charge: 0
Relative energy (zero: lowest compared OMol25 entry of this formula, charge and spin), kJ/mol: 352.38
HOMO energy, eV: -8.646
Spin multiplicity: 1

A single C4H6S4 molecule in a non-equilibrium geometry, computed with wB97M-V/def2-TZVPD.

CARTESIAN COORDINATES (ANGSTROEM)
S: -0.11 2.70 0.46
S: -0.14 -0.20 2.10
S: 2.46 -0.13 -0.25
S: -3.18 0.05 -0.21
C: 0.73 -0.80 -0.38
C: -0.38 -0.06 0.29
C: -1.75 -0.72 0.11
C: -0.48 1.33 -0.33
H: 0.97 -1.71 0.18
H: 1.11 0.24 1.93
H: 2.55 0.91 -1.06
H: 0.61 -1.04 -1.48
H: -1.69 -1.86 0.04
H: -0.71 1.28 -1.40

Total charge: 0
Relative energy (zero: lowest compared OMol25 entry of this formula, charge and spin), kJ/mol: 174.17
HOMO energy, eV: -8.880
Spin multiplicity: 1

C4H7AgNO4 as an isolated structure in a non-equilibrium geometry, computed with wB97M-V/def2-TZVPD.

CARTESIAN COORDINATES (ANGSTROEM)
Ag: -2.15 -1.07 2.04
O: -2.55 -1.33 -0.06
O: -2.01 0.63 1.17
O: 2.37 0.18 0.28
O: 1.89 -2.15 0.31
N: -0.85 0.24 -0.96
C: -1.80 -0.07 0.10
C: 0.21 1.20 -0.53
C: 2.19 -1.10 -0.32
C: 1.09 0.70 0.72
H: 1.30 1.62 1.38
H: 0.94 1.30 -1.42
H: 2.29 -1.14 -1.47
H: -1.41 0.71 -1.71
H: 0.59 -0.08 1.38
H: -1.91 -1.88 -0.60
H: -0.18 2.26 -0.31

Total charge: +1
HOMO energy, eV: -14.227
Spin multiplicity: 1

C4H7AlI2NO as an isolated structure in a non-equilibrium geometry, computed with wB97M-V/def2-TZVPD.

CARTESIAN COORDINATES (ANGSTROEM)
I: 2.83 -0.92 1.24
I: 1.43 -0.75 -2.52
Al: 0.83 1.66 0.13
O: -0.06 2.51 1.56
N: -2.46 1.56 1.76
C: -1.35 1.98 1.68
C: 0.39 -1.31 -0.64
C: -1.20 -1.36 -0.87
C: 0.85 -0.35 0.56
H: -1.45 -0.96 -1.91
H: 0.12 -0.52 1.42
H: 2.35 2.16 0.21
H: -1.51 -2.47 -0.89
H: 0.25 2.04 -1.30
H: -1.81 -0.88 -0.04
H: 0.76 -2.37 -0.39

Total charge: -1
HOMO energy, eV: -5.325
Spin multiplicity: 1

A 2-piece molecular cluster, C4H7BN2O overall in a non-equilibrium geometry, computed with wB97M-V/def2-TZVPD.

CARTESIAN COORDINATES (ANGSTROEM)
O: -1.39 2.09 1.27
N: 0.79 -1.37 -2.44
N: -0.52 -1.46 -2.76
C: -0.21 -0.29 -0.79
C: -1.07 -0.75 -1.81
C: 1.02 -0.67 -1.27
C: 0.42 0.63 2.37
B: -0.44 1.24 1.29
H: -0.19 -0.26 2.52
H: 1.31 0.15 1.95
H: 1.96 -0.62 -0.72
H: 0.74 1.24 3.27
H: -2.22 -0.69 -1.90
H: 1.41 -1.77 -3.09
H: -1.60 2.53 2.11

Total charge: 0
Relative energy (zero: lowest compared OMol25 entry of this formula, charge and spin), kJ/mol: 328.12
HOMO energy, eV: -8.511
Spin multiplicity: 1

A single C4H7BO2 molecule in a non-equilibrium geometry, computed with wB97M-V/def2-TZVPD.

CARTESIAN COORDINATES (ANGSTROEM)
O: 0.70 2.29 -0.42
O: -0.61 1.05 -2.05
C: 1.12 -1.00 -0.32
C: 0.12 -0.14 -0.02
C: -0.75 -0.39 1.06
C: -0.70 -1.53 1.88
B: 0.03 1.19 -0.92
H: -0.11 -2.43 1.61
H: -1.47 -1.52 2.66
H: 0.97 3.11 -0.95
H: -1.53 0.27 1.12
H: 1.12 -1.95 0.18
H: 1.71 -0.77 -1.14
H: -0.58 1.81 -2.70

Total charge: 0
Relative energy (zero: lowest compared OMol25 entry of this formula, charge and spin), kJ/mol: 93.82
HOMO energy, eV: -8.198
Spin multiplicity: 1

A single C4H7Br molecule in a non-equilibrium geometry, computed with wB97M-V/def2-TZVPD.

CARTESIAN COORDINATES (ANGSTROEM)
Br: 0.67 -3.13 0.65
C: -0.56 -2.02 -0.48
C: 1.24 0.84 0.55
C: -0.07 -0.56 -0.50
C: -0.24 0.52 0.53
H: 1.91 0.39 1.29
H: -0.05 -0.13 -1.44
H: -0.78 1.28 0.13
H: -0.50 -2.46 -1.49
H: -1.51 -2.18 0.00
H: 1.67 1.62 -0.04
H: -0.63 0.22 1.62

Total charge: 0
Relative energy (zero: lowest compared OMol25 entry of this formula, charge and spin), kJ/mol: 326.76
HOMO energy (spin up / spin down), eV: -8.166 / -8.154
Spin multiplicity: 1

A single C4H7BrN2 molecule in a non-equilibrium geometry, computed with wB97M-V/def2-TZVPD.

CARTESIAN COORDINATES (ANGSTROEM)
Br: -3.11 0.71 -0.04
N: -2.39 -1.93 0.82
N: -2.59 -2.21 -0.38
C: 0.24 -0.12 1.36
C: -0.18 0.33 -1.18
C: -1.89 -0.72 0.20
C: -0.41 -0.61 -0.03
H: -0.15 0.92 1.51
H: 1.29 -0.15 1.33
H: -0.52 1.32 -1.00
H: 0.04 -1.55 -0.19
H: 0.03 -0.89 2.12
H: 0.95 0.32 -1.49
H: -0.59 -0.07 -2.01

Total charge: 0
Relative energy (zero: lowest compared OMol25 entry of this formula, charge and spin), kJ/mol: 202.85
HOMO energy, eV: -8.943
Spin multiplicity: 1

A 2-piece molecular cluster, C4H7BrN3S overall in a non-equilibrium geometry, computed with wB97M-V/def2-TZVPD.

CARTESIAN COORDINATES (ANGSTROEM)
Br: -1.21 -3.12 0.71
S: 2.68 -0.53 -1.46
N: 1.98 -1.64 0.91
N: -2.30 1.14 0.86
N: 0.59 1.40 -1.30
C: -0.18 0.85 -0.36
C: 2.20 -1.00 -0.05
C: 1.58 1.15 -1.93
C: -1.34 1.59 -0.05
H: 2.20 -1.89 1.86
H: -2.11 0.37 1.48
H: -3.09 1.77 1.02
H: 0.17 0.08 0.37
H: 1.90 1.65 -2.85
H: -1.69 -4.26 1.50
H: -1.38 2.45 -0.73

⟨S²⟩: 2.04
Total charge: +1
Relative energy (zero: lowest compared OMol25 entry of this formula, charge and spin), kJ/mol: 198.39
HOMO energy (spin up / spin down), eV: -9.588 / -13.152
Spin multiplicity: 3

A 2-piece molecular cluster, C4H7BrNO2 overall in a non-equilibrium geometry, computed with wB97M-V/def2-TZVPD.

CARTESIAN COORDINATES (ANGSTROEM)
Br: -1.92 -0.04 -2.02
O: 1.52 -1.01 1.28
O: 1.67 1.07 2.19
N: 0.11 0.65 0.72
C: 0.15 2.00 0.30
C: -0.68 -1.95 -0.48
C: 1.19 0.15 1.46
C: -0.43 -0.68 -1.10
H: -0.88 2.29 0.20
H: -0.99 -2.66 -1.22
H: 0.66 2.73 0.88
H: 0.22 -2.20 0.09
H: 0.42 -0.59 -1.72
H: -1.46 -1.90 0.18
H: 0.42 2.14 -0.75

⟨S²⟩: 2.01
Total charge: -1
Relative energy (zero: lowest compared OMol25 entry of this formula, charge and spin), kJ/mol: 0.00
HOMO energy (spin up / spin down), eV: -2.921 / -4.326
Spin multiplicity: 3

An isolated ion of composition C4H7BrNS and charge +1 in a non-equilibrium geometry, computed with wB97M-V/def2-TZVPD.

CARTESIAN COORDINATES (ANGSTROEM)
Br: 2.37 1.31 -3.93
S: 1.40 1.13 -0.96
N: -0.96 0.22 0.56
C: 0.18 -0.46 0.84
C: 1.38 -0.23 0.21
C: 1.94 0.39 -2.36
C: -2.23 -0.06 1.34
H: -3.11 0.31 0.82
H: -0.90 1.04 -0.06
H: 2.21 -0.85 0.38
H: 2.00 -0.74 -2.43
H: -2.23 0.37 2.38
H: -2.24 -1.17 1.53
H: 0.21 -1.25 1.66

Total charge: +1
Relative energy (zero: lowest compared OMol25 entry of this formula, charge and spin), kJ/mol: 238.59
HOMO energy (spin up / spin down), eV: -12.730 / -12.729
Spin multiplicity: 1

A 2-piece molecular cluster, C4H7BrO overall in a non-equilibrium geometry, computed with wB97M-V/def2-TZVPD.

CARTESIAN COORDINATES (ANGSTROEM)
Br: 2.37 0.45 0.03
O: -0.27 1.00 -0.63
C: -1.14 1.95 -0.09
C: 0.83 -2.68 -0.39
C: -0.09 -1.96 0.19
C: 0.52 0.39 0.26
H: -1.22 -1.99 0.30
H: -1.79 2.42 -0.86
H: 0.62 -3.67 -0.81
H: 1.78 -2.23 -0.44
H: -0.59 2.79 0.42
H: 0.18 0.76 1.22
H: -1.76 1.40 0.66

Total charge: 0
Relative energy (zero: lowest compared OMol25 entry of this formula, charge and spin), kJ/mol: 450.63
HOMO energy (spin up / spin down), eV: -8.164 / -8.168
Spin multiplicity: 1

A single C4H7BrOS molecule in a non-equilibrium geometry, computed with wB97M-V/def2-TZVPD.

CARTESIAN COORDINATES (ANGSTROEM)
Br: -0.51 -2.51 0.15
S: 1.24 0.09 1.18
O: 1.40 -0.29 2.62
C: 0.22 0.08 -1.22
C: 0.74 -1.12 -0.40
C: -0.52 0.57 1.00
C: -0.86 0.86 -0.46
H: -0.76 1.94 -0.73
H: 0.07 -0.15 -2.32
H: 1.16 0.65 -1.12
H: 1.49 -1.74 -0.90
H: -0.69 1.40 1.60
H: -1.06 -0.28 1.34
H: -1.91 0.49 -0.74

Total charge: 0
Relative energy (zero: lowest compared OMol25 entry of this formula, charge and spin), kJ/mol: 75.81
HOMO energy, eV: -9.187
Spin multiplicity: 1

A single C4H7BrOS molecule in a non-equilibrium geometry, computed with wB97M-V/def2-TZVPD.

CARTESIAN COORDINATES (ANGSTROEM)
Br: 0.35 -0.08 2.52
S: -1.19 2.40 -1.05
O: -1.16 -0.70 -0.73
C: -0.80 1.86 0.68
C: 0.33 0.48 0.66
C: 0.83 -1.84 -0.18
C: -0.15 -0.63 -0.17
H: 1.37 0.83 0.39
H: 0.45 -2.30 -1.13
H: 1.94 -1.51 -0.33
H: 0.69 -2.37 0.75
H: -0.20 2.84 0.97
H: -1.61 1.53 1.20
H: -2.14 1.34 -1.39

⟨S²⟩: 2.01
Total charge: 0
Relative energy (zero: lowest compared OMol25 entry of this formula, charge and spin), kJ/mol: 81.36
HOMO energy (spin up / spin down), eV: -5.942 / -9.182
Spin multiplicity: 3

C4H7CaO3 as an isolated structure in a non-equilibrium geometry, computed with wB97M-V/def2-TZVPD.

CARTESIAN COORDINATES (ANGSTROEM)
Ca: 3.50 0.58 0.39
O: -0.95 1.64 0.06
O: 1.11 1.01 -0.14
O: -0.48 -0.50 0.22
C: 2.00 -0.68 -0.68
C: 0.37 -1.71 -0.01
C: -2.30 1.39 0.47
C: -0.06 0.70 0.22
H: -2.78 0.71 -0.23
H: -0.27 -2.27 -0.70
H: 1.87 -0.47 -1.75
H: 2.43 -1.69 -0.80
H: -2.79 2.37 0.46
H: 0.65 -2.03 1.00
H: -2.32 0.96 1.48

Total charge: +1
Relative energy (zero: lowest compared OMol25 entry of this formula, charge and spin), kJ/mol: 126.57
HOMO energy, eV: -11.080
Spin multiplicity: 1